{
  "formula": "C52H109F5O29",
  "method": "wB97M-V/def2-TZVPD",
  "symbols": ["O", "C", "O", "C", "C", "F", "O", "H", "H", "H", "O", "C", "O", "C", "C", "F", "O", "H", "H", "H", "C", "C", "O", "C", "O", "C", "F", "F", "F", "H", "H", "H", "H", "H", "C", "O", "C", "C", "O", "C", "C", "O", "C", "H", "H", "H", "H", "H", "H", "H", "H", "H", "H", "H", "H", "H", "H", "C", "O", "C", "C", "O", "C", "C", "O", "C", "H", "H", "H", "H", "H", "H", "H", "H", "H", "H", "H", "H", "H", "H", "C", "O", "C", "C", "O", "C", "C", "O", "C", "H", "H", "H", "H", "H", "H", "H", "H", "H", "H", "H", "H", "H", "H", "C", "O", "C", "C", "O", "C", "C", "O", "C", "H", "H", "H", "H", "H", "H", "H", "H", "H", "H", "H", "H", "H", "H", "C", "O", "C", "C", "O", "C", "C", "O", "C", "H", "H", "H", "H", "H", "H", "H", "H", "H", "H", "H", "H", "H", "H", "C", "O", "C", "C", "O", "C", "C", "O", "C", "H", "H", "H", "H", "H", "H", "H", "H", "H", "H", "H", "H", "H", "H", "C", "O", "C", "C", "O", "C", "C", "O", "C", "H", "H", "H", "H", "H", "H", "H", "H", "H", "H", "H", "H", "H", "H"],
  "xyz": [[12.626570, 14.975775, 15.542185], [12.268070, 15.338565, 14.380615], [12.967510, 15.163725, 13.214755], [12.400330, 15.977865, 12.276635], [10.983630, 16.096785, 12.737835], [10.244750, 15.166645, 12.175765], [11.077010, 15.816375, 14.117045], [13.019200, 16.870705, 12.187525], [12.356880, 15.544315, 11.277515], [10.573180, 17.047955, 12.398865], [16.496360, 22.949725, 19.049255], [16.417540, 21.832885, 18.605965], [16.974810, 20.742375, 19.085005], [16.895410, 19.773095, 18.094545], [15.778940, 20.189965, 17.214185], [14.689320, 19.444405, 17.573355], [15.671930, 21.510435, 17.538755], [17.869860, 19.793485, 17.606555], [16.674960, 18.816935, 18.569155], [15.902340, 20.210225, 16.131385], [22.566650, 19.413485, 12.296535], [22.690040, 18.359725, 11.185185], [21.818210, 17.305315, 11.515175], [20.570370, 17.188145, 11.035875], [20.041090, 18.013885, 10.346125], [19.946270, 15.833825, 11.409535], [20.724890, 15.137035, 12.266035], [18.741000, 16.063415, 11.991105], [19.646050, 15.091195, 10.296465], [23.480700, 19.999865, 12.390195], [22.450970, 18.782905, 13.178055], [21.679590, 20.045125, 12.248785], [23.655530, 17.888065, 11.368155], [22.573470, 18.766705, 10.180755], [24.179190, 26.293975, 19.395845], [23.303390, 25.663205, 18.416175], [22.354640, 24.767355, 19.018585], [21.494320, 23.987675, 18.024055], [22.382740, 23.355705, 17.085025], [23.055630, 24.150645, 16.060415], [23.624160, 23.039765, 15.115115], [22.513950, 22.124835, 14.631215], [21.945260, 22.567875, 13.408655], [24.589440, 25.500035, 20.019915], [23.611720, 27.092115, 19.874445], [25.078030, 26.547715, 18.833885], [21.653310, 25.307525, 19.654555], [22.901650, 24.047085, 19.626935], [20.880720, 24.584945, 17.349625], [20.858560, 23.297475, 18.578615], [23.862190, 24.711705, 16.532395], [22.283030, 24.775585, 15.612465], [24.387010, 22.454975, 15.629085], [24.168840, 23.530915, 14.308765], [20.993900, 22.074415, 13.209895], [22.681800, 22.319305, 12.644575], [21.667330, 23.621715, 13.425495], [24.215020, 19.055305, 16.334855], [23.168330, 18.827125, 17.295925], [22.578910, 20.041495, 17.903595], [23.523880, 20.883675, 18.789945], [24.154320, 20.195385, 19.952695], [25.185300, 19.202785, 19.632015], [25.943380, 18.881915, 20.921685], [25.108970, 18.258065, 21.955085], [25.796520, 18.017165, 23.138865], [23.806600, 18.953395, 15.329415], [24.937580, 18.283795, 16.600895], [24.609490, 20.061605, 16.475785], [21.740460, 19.603695, 18.445295], [22.154070, 20.646445, 17.102565], [22.919260, 21.729875, 19.116265], [24.323000, 21.236145, 18.137815], [25.931340, 19.638645, 18.967505], [24.739330, 18.331505, 19.152345], [26.420440, 19.769215, 21.337865], [26.701110, 18.143005, 20.661005], [26.599030, 17.290985, 23.009495], [25.033110, 17.716985, 23.856645], [26.215170, 18.920755, 23.581985], [19.133790, 21.684125, 16.011045], [18.019650, 20.993105, 15.378895], [18.406020, 20.469535, 14.063075], [17.344740, 19.476465, 13.586065], [17.093010, 18.443485, 14.534545], [16.101800, 17.478615, 14.160095], [16.072050, 16.351335, 15.114155], [17.382780, 15.785415, 15.211615], [18.271550, 16.118775, 16.273525], [18.839900, 22.245835, 16.897735], [19.766720, 22.339515, 15.412745], [19.831220, 20.891985, 16.283425], [19.426300, 20.086055, 14.070855], [18.447410, 21.334195, 13.400695], [17.694030, 18.927055, 12.711845], [16.367100, 19.936745, 13.443005], [16.541760, 17.097225, 13.238635], [15.143550, 17.972325, 13.998495], [15.328250, 15.597885, 14.854955], [15.666030, 16.830885, 16.004815], [18.366750, 17.196475, 16.406155], [19.296810, 15.803975, 16.078975], [17.987740, 15.608185, 17.193775], [19.398980, 10.910445, 8.862175], [19.003040, 12.038605, 9.654145], [17.693920, 11.930495, 10.163855], [17.365140, 13.065955, 11.179415], [16.377670, 12.527805, 12.087955], [15.954920, 13.446025, 13.082585], [15.177520, 12.792525, 14.206585], [13.972010, 12.164935, 13.665335], [13.221320, 11.316545, 14.480665], [19.264930, 9.981085, 9.415725], [20.459030, 11.018335, 8.632485], [18.800740, 10.863725, 7.952215], [17.468760, 10.964075, 10.614895], [16.991140, 11.994875, 9.333165], [16.879780, 13.817355, 10.556575], [18.282530, 13.345585, 11.697395], [15.304740, 14.168235, 12.588845], [16.721590, 14.064915, 13.548725], [14.890640, 13.523815, 14.962245], [15.665830, 11.995845, 14.767805], [12.619790, 11.836685, 15.226125], [13.792750, 10.559005, 15.017035], [12.563470, 10.921555, 13.706505], [15.648270, 15.751585, 18.800635], [14.585660, 15.783735, 19.811835], [13.300140, 15.688235, 19.216415], [12.266620, 15.662145, 20.340875], [11.031680, 15.967105, 19.820095], [10.019640, 16.119405, 20.852085], [9.726330, 14.986815, 21.808975], [9.372940, 13.801875, 21.137465], [9.561580, 12.559365, 21.866385], [15.638750, 16.753045, 18.370385], [15.446720, 15.103575, 17.947665], [16.614100, 15.474585, 19.223165], [13.239930, 14.767455, 18.636205], [13.033990, 16.442395, 18.475805], [12.611150, 16.371115, 21.093725], [12.349030, 14.734645, 20.907485], [9.102490, 16.321795, 20.298945], [10.221320, 17.064395, 21.356495], [8.900370, 15.253095, 22.468515], [10.624620, 14.744245, 22.376715], [9.321620, 11.705885, 21.232275], [8.985420, 12.452405, 22.785465], [10.586750, 12.425065, 22.211485], [21.698590, 16.126185, 17.004285], [21.434140, 14.937805, 16.272735], [22.543780, 14.132655, 15.939835], [22.143210, 12.673075, 15.683925], [21.266600, 12.407975, 14.562595], [19.898590, 12.775435, 14.677345], [19.133030, 12.307095, 15.909145], [18.709600, 10.930845, 15.823935], [19.661150, 9.971805, 16.112705], [20.832620, 16.714905, 17.306965], [22.360130, 16.759545, 16.413265], [22.233900, 15.859015, 17.915415], [23.367770, 14.323965, 16.627255], [22.903560, 14.491305, 14.975465], [21.843370, 12.261765, 16.647775], [23.060050, 12.123445, 15.470815], [19.283790, 12.547575, 13.806595], [19.844030, 13.863015, 14.629595], [18.184870, 12.843925, 15.939525], [19.584700, 12.634675, 16.845505], [20.489520, 9.940495, 15.404945], [19.130310, 9.030705, 16.256365], [20.137440, 10.245725, 17.054095], [14.201400, 21.672945, 14.230925], [13.975750, 20.286715, 14.270585], [12.653030, 19.852345, 14.541965], [11.740920, 19.895225, 13.277105], [12.131400, 19.046775, 12.142425], [13.109500, 19.632085, 11.206505], [13.835120, 18.577755, 10.300675], [14.778710, 17.723865, 11.102625], [15.483810, 16.744565, 10.365405], [15.252160, 21.947845, 14.139105], [13.777610, 22.102375, 15.138725], [13.648300, 22.068155, 13.378875], [12.210040, 20.472775, 15.321015], [12.705360, 18.817095, 14.879035], [11.515120, 20.922795, 12.992145], [10.796430, 19.458285, 13.601325], [13.841610, 20.222465, 11.757475], [12.768320, 20.431645, 10.548925], [14.172920, 18.959305, 9.337125], [13.083130, 17.870885, 9.950035], [15.952270, 16.110235, 11.117905], [16.144820, 17.120425, 9.584445], [14.826200, 16.018965, 9.886685]],
  "forces_ev_per_a": [[-1.0, 1.7, -5.0], [2.5, -3.1, 4.1], [1.0, -1.2, 2.9], [0.1, 0.9, -2.0], [1.1, 1.8, -0.3], [-1.5, -1.9, -0.8], [-1.5, 1.6, -0.2], [-0.6, 0.3, 0.2], [0.3, -0.5, 0.1], [-0.3, 0.3, 1.1], [0.1, -1.2, -0.4], [-0.7, 2.2, 1.0], [0.5, 0.7, 1.4], [1.6, -2.2, -0.3], [0.4, -0.4, -1.1], [-0.8, 0.3, -0.1], [-1.4, 1.9, -0.3], [-0.2, -0.5, -0.4], [0.2, 0.0, -0.2], [0.1, -0.9, 0.2], [-0.2, -0.7, -0.1], [0.5, 1.3, 1.0], [-1.5, -1.9, -0.1], [1.5, 1.3, -0.7], [-0.4, -0.5, 0.3], [-1.2, -0.9, 0.1], [-0.9, 0.4, -1.0], [0.8, 0.0, 0.1], [1.0, 0.8, 1.1], [-0.2, 0.1, 0.0], [0.2, 0.4, 0.4], [0.1, 0.0, -0.3], [0.1, 0.1, -0.7], [-0.1, -0.4, 0.0], [-0.4, -1.6, -1.5], [-0.3, -0.2, 0.5], [-0.3, 0.5, 0.0], [2.1, 1.3, -1.7], [0.2, -1.0, 0.3], [-0.7, -2.5, 0.8], [-1.9, 0.3, -0.1], [1.6, 1.4, 0.9], [0.4, 0.0, 0.3], [-0.5, 0.1, 0.8], [0.6, 0.0, 0.3], [-0.3, 1.0, -0.1], [0.1, 0.3, 0.4], [0.0, -0.1, 0.1], [-0.5, 0.7, 0.7], [0.3, -0.4, -0.3], [-0.1, 0.2, -0.4], [0.3, 0.3, -0.4], [-0.5, -0.3, 0.2], [-0.3, -0.1, -0.5], [0.2, -0.5, 0.2], [-0.3, 0.4, -0.6], [0.4, 0.3, 0.0], [-1.0, -0.1, 1.2], [-0.1, 1.4, 0.5], [0.5, -1.6, -0.2], [0.6, -1.9, 0.1], [-0.5, 0.2, -1.6], [-1.0, 1.1, 1.1], [-1.1, -1.1, 0.7], [0.2, 1.0, -1.9], [-0.3, 0.3, 0.5], [0.2, -0.1, -0.1], [0.4, 0.2, -0.6], [0.3, -0.1, -0.2], [0.1, 0.2, 0.4], [0.2, 0.4, 0.0], [0.4, -0.1, 0.4], [0.2, 0.4, 0.1], [0.1, 0.1, -0.3], [0.0, -0.1, 0.2], [0.0, 0.2, 0.0], [0.4, 0.0, -0.1], [0.0, -0.3, 0.1], [0.2, -0.5, 0.0], [0.3, 0.4, -0.2], [0.2, -1.3, -0.1], [1.1, 0.7, -0.8], [-0.9, 0.5, 1.2], [-0.4, -1.1, 0.7], [0.4, 0.3, 1.9], [1.5, 0.8, -2.1], [0.5, 0.8, 1.3], [-0.1, -0.6, -0.1], [-0.3, 0.3, 0.0], [-0.5, -0.2, -0.1], [-0.6, 0.3, -0.7], [0.2, 0.0, 0.5], [0.0, -0.5, 0.4], [-0.2, 0.0, -0.4], [0.0, 0.6, -0.7], [0.1, 0.5, -0.6], [-0.7, -0.3, -0.7], [-0.2, -0.1, -0.1], [0.2, -0.1, -0.3], [0.5, -0.5, 0.9], [-0.4, 0.2, 0.2], [-0.3, -0.5, -0.7], [-0.2, 0.2, 0.2], [-0.3, 0.6, 0.6], [0.5, -0.4, 0.2], [-0.6, 0.2, 0.1], [-0.8, -1.8, -0.5], [1.2, 0.1, 0.1], [-0.7, 0.1, -0.1], [-1.6, -1.3, -0.1], [1.6, 1.4, -0.2], [-0.4, 0.4, -0.5], [-0.1, -0.1, 0.1], [-0.1, 0.1, -0.1], [0.0, 0.0, -0.2], [0.4, -0.2, 0.4], [-0.2, 0.1, -0.3], [0.4, 0.8, 0.5], [-0.1, 0.4, 0.0], [-0.4, 0.2, 0.0], [0.7, -0.3, -0.1], [-0.1, 0.4, -0.1], [0.8, 0.0, -0.3], [-0.1, 0.3, 0.1], [0.3, -0.3, -0.2], [-0.3, -0.8, 0.6], [-1.4, 0.7, 0.4], [1.0, -0.4, -1.1], [-0.3, -1.0, 0.1], [1.9, 0.2, 0.3], [-1.7, -0.5, 1.0], [-0.4, 0.5, -1.6], [1.0, -1.0, 0.2], [-0.3, -1.6, -0.3], [0.2, 0.8, -0.1], [0.6, 0.2, 0.0], [-0.3, -0.5, 0.2], [-0.3, 0.2, 0.3], [0.0, -0.3, 0.0], [0.3, 0.7, 0.2], [-0.1, 0.8, 0.1], [-0.4, -0.6, -0.4], [0.0, -0.1, -0.2], [0.2, -0.1, 0.6], [0.1, 0.5, 0.3], [0.1, 0.3, 0.5], [-0.1, 0.4, -0.3], [-0.6, 0.5, 0.0], [0.4, 0.3, -0.3], [1.5, -0.4, -0.2], [-1.5, -0.1, 0.6], [-0.4, 0.7, -1.6], [0.1, 0.1, 0.4], [0.6, -0.3, 0.7], [-0.5, 1.4, 0.8], [-0.8, -0.4, -0.8], [-0.5, 1.4, -0.1], [0.7, 0.1, 0.9], [-0.3, -0.5, -0.4], [-0.1, 0.2, 0.1], [0.1, 0.1, 0.3], [0.0, -0.7, 0.5], [0.3, 0.2, -0.3], [-0.8, -0.3, -0.1], [0.0, 0.1, -0.4], [0.7, -1.0, -0.3], [0.0, 0.3, 0.5], [-0.1, 0.2, -0.4], [0.5, -0.7, 0.3], [-0.2, -0.3, -0.5], [0.3, -0.1, -0.3], [0.1, -0.2, 0.5], [-1.3, 0.1, 0.0], [0.9, -1.0, 0.2], [0.2, 0.2, -1.6], [0.2, -0.7, 0.1], [0.9, 1.4, -0.4], [1.2, -0.3, 0.4], [-0.8, -1.7, 1.9], [-0.8, 2.1, -1.3], [-0.7, -0.7, 0.3], [0.0, -0.5, 0.1], [0.2, 0.4, 0.1], [0.1, 0.5, -0.2], [-0.2, 0.0, 0.1], [0.2, 0.0, 0.1], [0.2, 0.1, -0.4], [-0.1, 0.0, 0.0], [0.4, -0.6, 0.5], [-1.2, -0.3, -0.3], [1.0, 0.5, 0.5], [-0.5, -0.2, 0.1], [0.7, 0.4, -0.1], [0.3, 0.3, 0.3], [-0.6, 0.1, -0.4]],
  "lowdin_charge": [0.087, -0.469, 0.075, -0.113, -0.330, 0.113, 0.175, 0.110, 0.153, 0.163, 0.153, -0.573, 0.116, -0.074, -0.333, 0.065, 0.145, 0.131, 0.138, 0.140, -0.052, -0.195, 0.003, -0.362, 0.164, -0.466, 0.164, 0.134, 0.142, 0.081, 0.076, 0.063, 0.128, 0.131, -0.060, -0.227, -0.195, -0.158, -0.203, -0.130, -0.108, -0.216, -0.134, 0.083, 0.093, 0.086, 0.124, 0.113, 0.122, 0.127, 0.111, 0.121, 0.106, 0.114, 0.063, 0.080, 0.087, -0.079, -0.249, -0.138, -0.130, -0.135, -0.164, -0.166, -0.186, -0.147, 0.071, 0.089, 0.068, 0.124, 0.098, 0.101, 0.101, 0.119, 0.117, 0.122, 0.119, 0.085, 0.090, 0.081, -0.064, -0.208, -0.140, -0.149, -0.152, -0.172, -0.176, -0.173, -0.074, 0.087, 0.074, 0.082, 0.115, 0.120, 0.126, 0.107, 0.108, 0.123, 0.100, 0.117, 0.080, 0.054, 0.079, -0.092, -0.194, -0.203, -0.145, -0.123, -0.191, -0.144, -0.198, -0.124, 0.083, 0.086, 0.083, 0.122, 0.118, 0.114, 0.105, 0.110, 0.108, 0.101, 0.122, 0.078, 0.084, 0.092, -0.075, -0.178, -0.202, -0.240, -0.107, -0.156, -0.227, -0.179, -0.084, 0.056, 0.079, 0.084, 0.121, 0.126, 0.127, 0.122, 0.125, 0.125, 0.129, 0.110, 0.085, 0.078, 0.078, -0.085, -0.220, -0.191, -0.164, -0.118, -0.181, -0.170, -0.178, -0.132, 0.082, 0.073, 0.092, 0.124, 0.121, 0.111, 0.125, 0.124, 0.100, 0.116, 0.119, 0.086, 0.092, 0.080, -0.093, -0.236, -0.160, -0.137, -0.160, -0.137, -0.118, -0.225, -0.113, 0.091, 0.095, 0.082, 0.128, 0.124, 0.117, 0.118, 0.103, 0.117, 0.121, 0.108, 0.064, 0.095, 0.083],
  "spin_multiplicity": 1,
  "energy_ha": -4727.45264,
  "relative_energy_kj_mol": 257.1,
  "smiles": "O=C1OC[C@@H](F)O1.O=C1OC[C@@H](F)O1.CCOC(=O)C(F)(F)F.COCCOCCOC.COCCOCCOC.COCCOCCOC.COCCOCCOC.COCCOCCOC.COCCOCCOC.COCCOCCOC",
  "lumo_ev": 0.35,
  "charge": 0,
  "homo_lumo_gap_ev": 9.24
}